(1)
# C18H36NO5P

3 unconnected molecules or ions with the total composition C18H36NO5P at a distorted geometry (ωB97M-V with the def2-TZVPD basis set, OMol25).

Summary:
- E_tot (eV) = -40257.6430
- M (g mol⁻¹) = 377.5
- structure (SMILES) = C[PH2](CCCNCc1ccccc1O)CCOC=O.CCO.CCO

CARTESIAN COORDINATES (ANGSTROEM)
1 P 0.5862 -2.1439 -1.0536
2 O -1.4045 0.9594 -3.9156
3 O 5.5052 -1.6861 -2.0105
4 O -0.4076 2.3267 5.1021
5 O 0.6946 0.4569 -2.9730
6 O -3.3289 2.8234 -1.4631
7 N -4.2924 -1.6049 -1.2728
8 C -2.1444 2.6970 0.8746
9 C -2.9008 -2.0489 -1.6620
10 C -2.9977 2.0877 -0.2693
11 C -1.7767 1.9349 2.1928
12 C -4.4080 -0.1261 -1.2594
13 C -2.2089 -3.0130 -0.5875
14 C -0.6057 1.0220 -2.9472
15 C 1.2894 -2.5780 0.6889
16 C -0.5415 3.6607 5.5814
17 C 0.4755 3.9300 6.6724
18 C -3.1862 -0.1055 1.1857
19 C 1.3881 0.6288 -1.7021
20 C -0.7377 -3.5167 -0.9828
21 C 1.9570 -0.8235 -1.2902
22 C -2.3493 0.4913 2.3391
23 C 6.2912 -0.6570 -2.5996
24 C -3.5342 0.6151 -0.1360
25 C 6.1445 -0.6841 -4.1081
26 H 1.4906 3.7782 6.2964
27 H -4.0433 0.2643 -2.2854
28 H -0.3766 -1.0798 -1.0795
29 H 7.3360 -0.8006 -2.3060
30 H 1.0810 -2.7752 -2.2726
31 H 6.7395 0.1060 -4.5726
32 H 2.6798 -0.7284 -0.3923
33 H 5.0978 -0.5519 -4.3941
34 H -2.6599 3.5253 -1.6203
35 H -0.3873 4.3390 4.7394
36 H 1.4191 -1.5520 1.2064
37 H -3.0127 -2.6385 -2.6442
38 H -1.5610 3.7996 5.9547
39 H -2.1431 -0.1378 3.2698
40 H -0.9391 1.6080 -2.0255
41 H -0.5540 1.7326 5.8499
42 H -2.2059 -2.5951 0.4891
43 H 0.3384 3.2381 7.5086
44 H 0.3867 4.9532 7.0450
45 H 0.7410 1.0446 -0.8584
46 H 2.3279 -3.0502 0.5958
47 H -0.4494 -4.3417 -0.2305
48 H -1.1356 2.4048 3.0236
49 H -3.5924 -1.1693 1.3243
50 H -4.5909 -2.0407 -0.3917
51 H 2.6309 -1.1650 -2.1680
52 H -2.8737 -3.9604 -0.5297
53 H -5.4821 0.2625 -1.1514
54 H -1.7270 3.7640 0.7622
55 H -0.8067 -4.0410 -2.0102
56 H 0.5579 -3.1761 1.3253
57 H 6.4658 -1.6491 -4.5109
58 H 5.8187 -2.5298 -2.3617
59 H 5.9491 0.2997 -2.1995
60 H 2.2975 1.3113 -1.8892
61 H -2.3240 -1.0951 -1.9010


(2)
# C18H36O18

6 unconnected molecules or ions with the total composition C18H36O18 at a distorted geometry (ωB97M-V with the def2-TZVPD basis set, OMol25).

Summary:
- E_tot (eV) = -56101.1456
- M (g mol⁻¹) = 540.5
- structure (SMILES) = COC(=O)OC.COC(=O)OC.COC(=O)OC.COC(=O)OC.COC(=O)OC.COC(=O)OC
- ΔE to the lowest compared entry with this formula, charge and spin (kcal/mol) = 86.72

CARTESIAN COORDINATES (ANGSTROEM)
1 O -0.4389 -0.1257 1.6699
2 O 0.4976 -8.1738 -3.8632
3 O -4.2166 3.6321 -3.5808
4 O -0.5621 -2.2901 1.0654
5 O -3.1027 3.0207 -5.1808
6 O 3.6897 -0.4372 -4.7606
7 O -5.3166 2.3932 -5.0520
8 O -3.3924 3.1337 4.4705
9 O 5.7351 2.9889 10.7077
10 O 2.4259 -0.7692 -6.6099
11 O 4.5143 3.4495 8.7322
12 O -0.8571 -6.7368 -5.1706
13 O 4.1266 1.6435 10.0519
14 O -3.5648 5.5171 4.4725
15 O -0.3311 -8.8998 -5.7146
16 O -1.1227 -0.6596 -0.3034
17 O 4.1817 -2.1233 -6.0695
18 O -2.2649 4.3315 5.8984
19 C -0.7111 -1.1526 0.8092
20 C -4.3223 2.9072 3.3777
21 C -0.2981 -7.8533 -4.8996
22 C 0.5511 -7.2376 -2.8185
23 C 3.3220 -1.0943 -5.8579
24 C -1.2202 5.2987 6.0011
25 C 0.1948 -0.3558 2.8881
26 C -3.1535 4.4752 4.9505
27 C 6.6796 4.0129 10.4283
28 C 2.9866 0.7254 -4.3779
29 C -4.2897 2.9454 -4.6186
30 C 4.7552 2.7942 9.7594
31 C -2.9473 2.5977 -6.5204
32 C -5.3321 4.2409 -2.9401
33 C 3.0160 1.2511 9.3451
34 C -1.2512 -8.9397 -6.7631
35 C 3.7841 -3.1980 -6.9438
36 C -1.5241 -1.5434 -1.3591
37 H -2.2879 -9.1821 -6.5294
38 H 2.4904 2.1143 8.9367
39 H 3.0731 1.5260 -5.1126
40 H 0.1286 0.5557 3.4821
41 H -1.2736 6.1890 5.3745
42 H 2.7336 -3.4762 -6.8592
43 H -2.8095 1.5168 -6.5491
44 H -2.1083 3.0027 -7.0863
45 H -1.6213 -0.9249 -2.2514
46 H -4.0142 3.3388 2.4254
47 H -5.8852 3.7728 -2.1258
48 H 3.6661 -2.8487 -7.9696
49 H 1.9559 0.4136 -4.2088
50 H -3.8513 2.7945 -7.0968
51 H -1.1381 -8.0842 -7.4290
52 H 7.4238 3.8660 11.2110
53 H -0.7918 -2.3310 -1.5366
54 H 7.1888 3.9274 9.4683
55 H 6.2629 5.0200 10.4344
56 H -4.6593 1.8782 3.2520
57 H -0.2455 4.8493 5.8114
58 H 2.4512 0.6255 10.0362
59 H 4.4399 -4.0392 -6.7195
60 H -2.4477 -2.0031 -1.0072
61 H -6.0615 4.4722 -3.7163
62 H 0.7165 -6.2736 -3.2994
63 H -0.4181 -7.2337 -2.3195
64 H -4.9766 5.1507 -2.4565
65 H 3.1556 1.0343 -3.3463
66 H 1.3321 -7.5100 -2.1086
67 H -0.1598 -1.2175 3.4537
68 H 1.2430 -0.5299 2.6451
69 H -1.1081 5.4888 7.0685
70 H 3.4265 0.6526 8.5318
71 H -0.8874 -9.7703 -7.3678
72 H -5.1840 3.4668 3.7416


(3)
# C18H36O18

6 unconnected molecules or ions with the total composition C18H36O18 at a distorted geometry (ωB97M-V with the def2-TZVPD basis set, OMol25).

Summary:
- E_tot (eV) = -56103.8135
- M (g mol⁻¹) = 540.5
- structure (SMILES) = COC(=O)OC.COC(=O)OC.COC(=O)OC.COC(=O)OC.COC(=O)OC.COC(=O)OC
- ΔE to the lowest compared entry with this formula, charge and spin (kcal/mol) = 25.19

CARTESIAN COORDINATES (ANGSTROEM)
1 O -1.3307 0.9850 0.4780
2 O -7.3534 -1.3706 4.0616
3 O 5.3641 1.2436 -1.2752
4 O 6.1104 -0.8732 -1.1856
5 O -0.4737 -1.0934 0.5592
6 O -0.0356 0.3389 -1.1349
7 O -5.1722 -1.2132 3.5759
8 O 4.0246 3.6420 -2.7104
9 O 3.7518 -5.8870 0.6343
10 O 3.6861 -3.6368 0.6818
11 O -5.9847 2.5287 -0.4394
12 O 1.9394 -4.9246 1.2129
13 O 3.0206 1.6957 -3.1543
14 O -6.8810 4.1477 0.8228
15 O 7.5011 0.7024 -0.7338
16 O -5.7060 2.4258 1.6810
17 O 4.7141 2.5547 -4.4119
18 O -6.7630 -1.7917 2.0657
19 C -6.3003 -1.4537 3.2473
20 C -0.6091 -0.0353 -0.0137
21 C -5.8717 -1.8559 0.9509
22 C 1.2269 -0.2443 -1.4587
23 C -2.6330 0.7061 0.9744
24 C -6.2557 3.1365 0.7133
25 C 4.7945 1.4168 -5.2366
26 C 3.8565 2.5220 -3.3962
27 C -7.1485 -1.0151 5.4092
28 C 4.7934 -1.3762 -1.3196
29 C -6.3387 3.2485 -1.6203
30 C 1.1298 -3.8052 1.5791
31 C 6.2382 0.4384 -1.0955
32 C 7.9844 2.0121 -0.9732
33 C 4.9893 -5.9114 -0.0576
34 C 3.2220 3.8695 -1.5735
35 C 3.2013 -4.7156 0.8493
36 C -6.0708 2.7709 3.0017
37 H 1.4556 -3.4402 2.5524
38 H -6.3860 -0.2350 5.5091
39 H -7.0731 2.5065 3.3445
40 H 5.7180 -5.3055 0.4812
41 H -5.8401 2.8203 -2.4891
42 H -7.4037 3.0637 -1.7732
43 H 8.3801 2.3721 -0.0253
44 H -6.5393 -1.9716 0.1037
45 H 5.5104 0.6798 -4.8744
46 H -6.8254 -1.8703 6.0001
47 H 1.9486 0.3117 -0.8664
48 H 3.6167 4.7073 -1.0042
49 H -2.9841 -0.2708 0.6367
50 H 5.0257 1.7714 -6.2430
51 H 4.9354 -5.6487 -1.1144
52 H -3.3635 1.4328 0.6194
53 H -8.0634 -0.5545 5.7726
54 H 3.8406 0.9011 -5.3986
55 H -2.6008 0.7361 2.0643
56 H 4.2365 -0.9597 -2.1680
57 H 1.4306 -0.1130 -2.5162
58 H 8.7380 2.0839 -1.7528
59 H -5.4034 2.2233 3.6672
60 H 2.1738 4.0875 -1.7854
61 H 3.2549 2.9999 -0.9131
62 H 5.3399 -6.9438 -0.0467
63 H 0.0725 -4.0471 1.6567
64 H 4.7933 -2.4486 -1.4719
65 H -5.9360 3.8289 3.2251
66 H -5.0646 -2.5751 1.0317
67 H 1.1980 -3.0515 0.7962
68 H 1.3212 -1.3171 -1.2962
69 H 7.1704 2.6896 -1.2345
70 H 4.2067 -1.0866 -0.4460
71 H -6.0481 4.2936 -1.5667
72 H -5.4559 -0.8525 0.8175


(4)
# C18H36O6

6 unconnected molecules or ions with the total composition C18H36O6 at a distorted geometry (ωB97M-V with the def2-TZVPD basis set, OMol25).

Summary:
- E_tot (eV) = -31533.2533
- M (g mol⁻¹) = 348.5
- structure (SMILES) = CC(C)=O.CC(C)=O.CC(C)=O.CC(C)=O.CC(C)=O.CC(C)=O
- ΔE to the lowest compared entry with this formula, charge and spin (kcal/mol) = 26.17

CARTESIAN COORDINATES (ANGSTROEM)
1 O -3.5133 0.8135 -3.5028
2 O -2.0753 1.3063 4.8821
3 O -3.4614 -2.5219 1.0560
4 O 1.4696 -3.2658 2.4756
5 O 1.3362 0.8160 -0.0575
6 O 4.4359 5.6293 -3.4582
7 C 4.1005 5.3103 -5.8298
8 C 2.2939 -3.1863 1.6020
9 C -1.2371 0.4005 4.8873
10 C 0.6907 0.1955 -0.8637
11 C -3.7370 1.4073 -2.4386
12 C 3.7925 5.0646 -4.3969
13 C -3.6776 0.6356 -1.1331
14 C -0.0987 -1.1172 -0.4956
15 C -4.2122 2.8472 -2.3033
16 C 2.6417 4.1711 -3.9922
17 C -0.0428 0.4307 3.9877
18 C -2.0292 -2.7443 2.9765
19 C -2.4384 -2.9372 1.5202
20 C 3.3394 -2.0665 1.6585
21 C 0.6404 0.5909 -2.3618
22 C -1.3089 -0.6299 6.0407
23 C -1.5516 -3.7637 0.6757
24 C 2.5173 -4.1574 0.4288
25 H -4.6876 0.6281 -0.7233
26 H -0.4902 -3.6706 0.9055
27 H -0.3766 0.9322 -2.5551
28 H 2.1150 3.7578 -4.8524
29 H 3.7858 -1.9959 2.6503
30 H -1.7536 -3.3483 -0.3116
31 H 4.0485 -2.1251 0.8328
32 H -5.1247 2.8908 -1.7086
33 H -1.4737 -3.6270 3.2934
34 H -0.2038 -0.2848 3.1814
35 H -4.3181 3.2647 -3.3045
36 H 0.3752 -1.9758 -0.9713
37 H 5.1687 5.1969 -6.0145
38 H 2.3858 -3.6254 -0.5135
39 H -1.1586 -1.0118 -0.7273
40 H 3.8033 6.2486 -6.2983
41 H -3.0474 1.0892 -0.3681
42 H 1.8042 -4.9793 0.4924
43 H 3.4972 -4.6045 0.5961
44 H -2.8830 -2.6314 3.6445
45 H -1.8417 -4.7896 0.9025
46 H -3.3559 3.3164 -1.8188
47 H -1.0949 -1.6560 5.7416
48 H -1.3558 -1.8926 3.0726
49 H 0.0106 -1.2208 0.5839
50 H 0.2267 1.4105 3.5933
51 H 1.3439 1.4070 -2.5264
52 H 2.9983 3.3600 -3.3573
53 H -2.3037 -0.4886 6.4632
54 H 0.8716 -0.3084 -2.9327
55 H 2.8435 -1.1293 1.4059
56 H 3.5418 4.6009 -6.4403
57 H -0.7020 -0.3293 6.8947
58 H 1.9147 4.6593 -3.3431
59 H 0.8863 0.0875 4.4428
60 H -3.3245 -0.3840 -1.2877


(5)
# C18H37AlBrO11

A molecular structure, C18H37AlBrO11 at a distorted geometry (ωB97M-V with the def2-TZVPD basis set, OMol25).

Summary:
- E_tot (eV) = -118428.9508
- M (g mol⁻¹) = 536.4
- charge = -1
- ΔE to the lowest compared entry with this formula, charge and spin (kcal/mol) = 49.08

CARTESIAN COORDINATES (ANGSTROEM)
1 Br 3.3204 -8.2899 -0.0373
2 Al 2.4847 -7.2033 1.9641
3 O 3.7953 0.3395 -2.6350
4 O 3.2224 -3.0038 1.2361
5 O 0.1211 -7.8836 4.0291
6 O -2.0715 6.6491 -3.3276
7 O -3.7304 5.2573 -2.6512
8 O 2.1204 1.4020 -1.5384
9 O -2.0165 5.8739 -1.3046
10 O 2.1490 1.1409 -3.7908
11 O -3.2580 2.9815 2.2974
12 O -1.0406 3.2755 2.6662
13 O -1.8804 2.6245 0.6642
14 C -3.8589 7.7540 -4.5480
15 C 3.1929 -4.4665 0.9323
16 C -3.4843 3.2790 3.6740
17 C -0.2690 -6.7770 3.1943
18 C 0.8679 1.7659 -3.8358
19 C 3.8077 -1.1089 -0.6744
20 C -2.7008 6.7769 -4.6069
21 C 0.4641 -6.9188 1.7879
22 C 0.1382 1.2676 0.5466
23 C 1.7921 -3.6247 1.1250
24 C 2.6429 1.0061 -2.5519
25 C -2.6317 5.1332 -0.2467
26 C -1.9637 2.9954 1.9454
27 C -1.8462 -6.8607 2.9577
28 C 4.4477 0.0701 -1.3823
29 C 3.5649 -5.4903 2.2158
30 C -2.7066 5.8593 -2.4500
31 C -0.5511 2.5481 0.1240
32 H 1.1086 1.1744 0.0522
33 H -2.8636 4.1188 -0.5577
34 H 4.3640 -1.3682 0.2241
35 H -2.3862 -6.0616 3.5644
36 H -4.6562 7.3810 -3.9018
37 H 3.2313 -4.8927 3.1265
38 H 0.6284 1.9577 -4.8814
39 H 0.2965 1.2425 1.6275
40 H 2.7788 -0.8856 -0.3870
41 H 1.2542 -3.7019 2.1020
42 H 0.8717 2.7175 -3.3017
43 H 0.0511 -7.8798 1.3205
44 H -4.2739 7.9212 -5.5438
45 H -3.0019 4.2141 3.9621
46 H -0.6255 -8.2276 4.5419
47 H -3.5331 8.7104 -4.1331
48 H 4.4561 0.9631 -0.7515
49 H -4.5591 3.3857 3.8183
50 H 3.7720 -1.9788 -1.3332
51 H 0.1688 -6.0671 1.0935
52 H 0.0308 3.4303 0.4038
53 H -1.9399 7.1550 -5.2920
54 H 3.4561 -4.8365 -0.1486
55 H 4.6862 -5.6083 2.1609
56 H -1.9272 5.0884 0.5818
57 H -3.5336 5.6479 0.0912
58 H -3.0165 5.8003 -4.9822
59 H -0.6559 2.5619 -0.9629
60 H -0.0121 -5.7928 3.7059
61 H 1.3409 -3.5494 0.1018
62 H -0.4757 0.3992 0.2949
63 H 0.1118 1.0959 -3.4220
64 H -3.1286 2.4560 4.2959
65 H -2.0964 -6.7668 1.8534
66 H -2.2864 -7.8632 3.2817
67 H 5.4868 -0.1673 -1.6179
68 H 2.7561 -8.1462 3.2335


(6)
# C18H37Cl12NO4S

7 unconnected molecules or ions with the total composition C18H37Cl12NO4S at a distorted geometry (ωB97M-V with the def2-TZVPD basis set, OMol25).

Summary:
- E_tot (eV) = -190046.4639
- M (g mol⁻¹) = 789.0

CARTESIAN COORDINATES (ANGSTROEM)
1 Cl 1.5540 6.2798 0.1389
2 Cl -7.2991 -2.5483 -3.7355
3 Cl -4.2423 -9.4540 -5.5102
4 Cl -6.1162 -5.2020 -5.5361
5 Cl -1.0872 -2.4802 0.4596
6 Cl -0.6408 7.2016 2.4331
7 Cl -2.8226 7.5333 5.0433
8 Cl 4.3984 8.1463 0.4688
9 Cl -2.0440 3.7624 0.5949
10 Cl -3.3405 -3.3884 -1.9449
11 Cl -0.8611 1.1087 -1.2057
12 Cl -6.4956 -10.3621 -7.9147
13 S 4.5552 -2.9866 2.7936
14 O 4.7385 -2.9117 4.3556
15 O 3.8194 -1.5724 2.1898
16 O 6.1768 -3.1584 2.2165
17 O 3.1212 2.6520 2.3360
18 N 3.0897 0.9835 0.5564
19 C -0.4426 3.6163 -0.1721
20 C -6.8037 -10.1865 -6.1689
21 C 2.5519 -1.2630 2.8702
22 C 6.7492 -1.8461 1.8674
23 C -2.8261 -2.0946 0.4201
24 C -5.6977 -2.6944 -4.5025
25 C -3.6486 -3.2127 -0.1991
26 C 2.5128 0.3338 3.2383
27 C 7.6053 0.6229 2.6936
28 C -0.4981 2.8322 -1.4730
29 C -5.7532 -3.4785 -5.8034
30 C 3.8705 6.8036 1.5139
31 C -3.1164 7.9639 3.3397
32 C -5.9812 -9.0683 -5.5497
33 C -2.4122 7.0199 2.3789
34 C 6.8017 -0.7649 3.0991
35 C 3.1378 5.7232 0.7354
36 C 2.9338 1.3421 2.0170
37 H -6.5079 -3.0750 -6.4854
38 H -4.7150 -2.9960 -0.0865
39 H 3.7215 5.3797 -0.1243
40 H 0.4727 2.8766 -1.9755
41 H 8.6754 0.6247 3.1699
42 H -2.7975 9.0004 3.1927
43 H -1.2528 3.2357 -2.1550
44 H 3.3135 0.4991 4.1066
45 H -5.0179 -3.1581 -3.7810
46 H -6.5999 -11.1493 -5.6902
47 H -4.1980 7.9154 3.1832
48 H 1.6182 -1.5181 2.2060
49 H 1.4401 0.6197 3.6766
50 H -2.6523 5.9739 2.5930
51 H 3.8636 0.3064 0.3791
52 H 2.3997 -1.8465 3.8950
53 H -4.7824 -3.4341 -6.3059
54 H 7.8828 -2.0518 1.5548
55 H -0.0906 4.6338 -0.3657
56 H 3.2465 7.2196 2.3109
57 H -6.2930 -8.9069 -4.5138
58 H -6.1068 -8.1270 -6.0935
59 H -7.8701 -9.9698 -6.0563
60 H 7.3778 -1.2721 3.9938
61 H 2.1923 0.7042 0.1031
62 H 7.0622 1.5969 3.0945
63 H 7.7603 0.7428 1.5245
64 H -3.4448 -4.1756 0.2796
65 H -2.9517 -1.1532 -0.1237
66 H 4.7722 6.3856 1.9712
67 H 6.2559 -1.3428 0.9199
68 H -3.1379 -1.9332 1.4560
69 H 5.7589 -0.4321 3.5141
70 H -2.7209 7.2363 1.3519
71 H 2.9472 4.8625 1.3829
72 H 0.2371 3.1526 0.5494
73 H -5.3457 -1.6770 -4.6961


(7)
# C18H37I2N2SeSi4V

A molecular structure, C18H37I2N2SeSi4V at a distorted geometry (ωB97M-V with the def2-TZVPD basis set, OMol25).

Summary:
- E_tot (eV) = -160963.9420
- expectation value of S² = 1.22
- M (g mol⁻¹) = 777.6
- multiplicity = 2
- charge = +3

CARTESIAN COORDINATES (ANGSTROEM)
1 I 2.8158 -1.2985 -1.6078
2 I 0.6251 0.3196 3.6406
3 Se 1.0042 1.8259 -0.7113
4 V 1.5538 0.1711 1.0235
5 Si -0.8282 -0.3320 1.4821
6 Si -1.7872 -2.4535 1.6344
7 Si -3.0058 -0.3659 -4.5746
8 Si -2.4947 1.1575 1.3927
9 N 3.1258 1.3286 1.4469
10 N 3.9246 2.1591 -0.5892
11 C 6.3033 1.5100 -0.2712
12 C -0.6858 -3.8601 1.2427
13 C 7.2092 0.9055 0.5910
14 C 4.2130 3.0103 -1.7313
15 C 4.4996 0.9249 1.3024
16 C -2.1237 -2.6731 3.4520
17 C 6.8002 0.5806 1.8995
18 C -2.2886 2.9398 1.9769
19 C -3.4164 -2.8466 0.6965
20 C 2.5578 -1.4700 0.6493
21 C -4.5644 0.5495 -3.9237
22 C -2.9343 1.2420 -0.3694
23 C 2.7802 1.7820 0.0444
24 C -3.9466 0.3039 2.3200
25 C 4.9903 1.5558 0.1487
26 C -1.4872 0.7637 -4.4911
27 C 5.4242 0.5113 2.2546
28 C -2.7709 -1.9956 -3.7791
29 H -3.3176 3.2639 2.0762
30 H 7.5578 0.4798 2.7127
31 H 3.3301 3.5773 -2.0556
32 H 6.6442 1.9308 -1.2347
33 H 8.2067 0.6981 0.3018
34 H 3.5845 -1.5756 0.9840
35 H -4.7752 -0.0840 1.6450
36 H 0.3062 -3.7713 0.7735
37 H 2.9311 2.0638 2.1802
38 H -1.7430 1.4075 -3.6277
39 H -0.5591 0.2032 -4.4597
40 H -4.3809 1.5424 -3.4517
41 H -3.1978 -3.5925 -0.1265
42 H -3.8581 -2.0086 0.2016
43 H -1.7918 -2.1541 -3.2766
44 H -1.7762 -3.6827 3.7306
45 H -1.2252 -4.5580 0.6162
46 H -3.6135 -0.4608 3.0313
47 H -2.2484 1.9694 -0.8412
48 H -4.3071 1.0821 2.9897
49 H -3.9001 1.7482 -0.4635
50 H -5.1041 0.8221 -4.8166
51 H 4.5962 2.4520 -2.6467
52 H -2.9209 0.3303 -0.9615
53 H 5.1569 0.1645 3.2104
54 H -1.4478 1.2955 -5.4358
55 H 5.0248 3.7328 -1.4274
56 H -5.1712 -0.0178 -3.2263
57 H 1.9255 -2.3961 0.8916
58 H -1.5420 -1.9952 4.0786
59 H -1.6785 3.0274 2.8735
60 H -2.8366 -2.7406 -4.6039
61 H -0.4653 -4.3207 2.1773
62 H -1.9935 3.5131 1.1096
63 H -3.1849 -2.5207 3.6333
64 H -4.1116 -3.3595 1.3996
65 H -3.6066 -2.3116 -3.1106